(1)
62
Properties=species:S:1:pos:R:3:forces:R:3:mulliken_charge:R:1 method="wB97M-V/def2-TZVPD" s_squared=0.7572 total_energy_ha=-4275.999076 lumo_ev="-1.06 / -1.09" e_above_lowest_kj_mol=59.5 multiplicity=2
Tc -0.572 -0.144 0.723 0.6133 1.3639 -0.5960 -1.46
C 3.616 -0.334 1.875 0.1427 0.0035 0.1147 -1.88
C 2.134 -0.369 1.755 -0.1548 0.2526 1.4931 1.03
N 1.506 -0.478 0.660 -0.4307 -0.6463 -0.9971 1.41
N 2.118 -0.551 -0.580 -1.0471 0.1446 0.4337 -1.52
C 1.151 -0.462 -1.496 0.2585 -0.1086 -0.6168 0.19
O -0.119 -0.336 -1.308 0.6045 -0.2449 0.4250 -0.33
C 1.595 -0.508 -2.922 0.0618 0.0287 0.2793 0.62
C 0.641 -0.504 -3.931 -0.0061 -0.0041 -0.2120 -0.32
C 1.037 -0.535 -5.263 0.0121 0.0040 0.1147 -0.87
C 2.388 -0.568 -5.584 -0.0025 -0.0030 -0.0025 -0.38
C 3.344 -0.572 -4.574 -0.0568 -0.0007 0.0702 -0.71
C 2.950 -0.542 -3.245 0.0632 -0.0138 -0.1292 -0.28
C 1.238 -0.283 2.991 0.9553 -0.1167 -0.9491 0.56
C 1.773 -0.307 4.255 0.1270 -0.0649 0.6107 -0.73
C 0.915 -0.319 5.355 0.5789 -0.0088 -0.0062 -0.66
C -0.442 -0.318 5.149 -0.5065 0.0663 -0.1205 -0.91
C -0.915 -0.267 3.843 0.1513 0.0477 0.1001 -0.70
N -0.091 -0.219 2.797 -0.5158 -0.4084 -0.0245 0.75
H 4.054 -0.409 0.885 0.0084 0.0011 0.0015 0.38
H 3.965 -1.171 2.487 -0.0035 0.0444 -0.0575 0.36
H 3.954 0.590 2.353 -0.0329 -0.0309 -0.0237 0.35
H -0.406 -0.478 -3.660 0.0212 0.0077 -0.0203 0.42
H 0.294 -0.534 -6.052 0.0240 -0.0014 0.0548 0.41
H 2.698 -0.590 -6.622 -0.0164 -0.0005 0.0421 0.38
H 4.398 -0.598 -4.825 -0.0422 0.0024 0.0098 0.39
H 3.683 -0.545 -2.448 -0.0448 0.0027 -0.0513 0.46
H 2.847 -0.340 4.384 -0.1030 0.0119 0.0335 0.50
H 1.322 -0.345 6.360 -0.0231 0.0001 -0.0765 0.41
H -1.143 -0.343 5.973 0.0369 -0.0175 -0.0495 0.46
H -1.970 -0.250 3.599 0.0001 -0.0316 0.0634 0.71
F -3.397 -0.306 1.897 0.0154 0.0168 -0.5368 -0.27
B -2.703 -0.250 0.720 0.3351 0.0116 0.5912 1.04
F -3.482 -0.323 -0.377 0.0113 -0.0452 0.4170 -0.30
C -1.629 3.914 -3.002 -0.0665 -0.2180 -0.1119 -0.61
C -1.939 2.531 -2.995 0.0379 0.2204 -0.1101 -0.83
C -1.887 1.811 -1.840 0.0809 0.0766 0.2209 -0.11
C -1.529 2.426 -0.608 -0.0739 -0.1686 0.1673 0.88
C -1.444 1.710 0.650 -0.7719 -0.0227 -0.4387 0.38
C -1.287 2.435 1.815 0.0500 0.1969 -0.1254 -0.17
C -1.047 3.833 1.795 -0.0403 -0.2381 0.0361 -1.20
C -1.006 4.493 0.608 0.0236 0.1030 -0.1769 -0.84
C -1.269 3.816 -0.613 0.0178 0.2642 0.0159 0.86
C -1.308 4.538 -1.837 0.0300 -0.0168 0.2002 -0.91
H -1.661 4.472 -3.930 -0.0086 -0.0395 0.0251 0.38
H -2.224 2.040 -3.918 0.0159 0.0390 0.0287 0.44
H -2.130 0.763 -1.845 -0.0092 -0.0612 -0.0165 0.30
H -1.343 1.945 2.774 0.0291 -0.0149 0.0468 0.41
H -0.889 4.366 2.726 -0.0176 -0.0627 -0.0238 0.42
H -0.794 5.557 0.573 -0.0456 -0.0639 0.0089 0.37
H -1.090 5.601 -1.819 -0.0027 -0.0582 0.0100 0.37
Br -1.505 -6.841 0.317 -0.0071 -0.0647 0.0016 -0.22
C -1.354 -4.959 0.481 -0.0241 0.0638 -0.0500 0.05
C -0.756 -4.416 1.599 0.0433 0.1492 0.0848 -0.95
C -0.642 -3.031 1.709 -0.0978 -0.1925 0.0362 -0.34
C -1.114 -2.168 0.715 -0.3343 -0.0275 -0.1986 1.36
C -1.724 -2.762 -0.398 0.0793 -0.2473 -0.0072 0.08
C -1.842 -4.142 -0.524 -0.0245 0.1355 -0.0245 -0.94
H -0.381 -5.063 2.381 0.0126 0.0265 0.0037 0.43
H -0.168 -2.646 2.605 -0.0016 -0.0359 -0.0403 0.11
H -2.109 -2.140 -1.197 0.0578 -0.0332 0.0298 0.34
H -2.312 -4.577 -1.397 0.0130 0.0279 0.0223 0.44



(2)
62
Properties=species:S:1:pos:R:3:forces:R:3:mulliken_charge:R:1 method="wB97M-V/def2-TZVPD" s_squared=2.0061 total_energy_ha=-6334.640418 lumo_ev="0.26 / -0.27" e_above_lowest_kj_mol=73.7 multiplicity=3
Ni -0.175 1.101 -1.855 0.2751 -0.9386 -0.3083 1.11
O -1.049 1.748 -3.620 0.5154 0.4880 0.3901 -0.80
N -1.645 0.795 -4.295 -0.2862 -0.6552 -0.0221 0.68
C -1.816 0.926 -5.624 0.0626 0.0749 -0.2018 -0.30
C -2.388 -0.076 -6.366 -0.0543 -0.0188 -0.0905 -0.67
C -2.795 -1.256 -5.745 0.0237 0.0719 0.1934 -0.25
C -2.672 -1.357 -4.377 0.0154 0.1543 -0.2851 -0.80
C -2.120 -0.305 -3.644 0.0820 0.2108 0.2787 0.74
S -2.037 -0.291 -1.934 0.2747 -0.1906 0.3297 -0.56
H -1.468 1.855 -6.047 0.0900 0.0040 0.1004 0.43
H -2.514 0.067 -7.429 0.0720 0.0186 -0.0193 0.39
H -3.202 -2.073 -6.323 -0.0425 0.0164 -0.0113 0.40
H -2.987 -2.233 -3.829 -0.0103 -0.0054 -0.0173 0.43
O 0.471 0.585 0.148 -0.5209 0.3930 -0.8273 0.38
P -0.256 -0.260 1.163 0.2568 0.0604 0.3146 0.71
C 0.642 -0.144 2.721 -0.1779 -0.1212 -0.2540 0.53
C 1.529 -1.143 3.103 -0.0554 0.0643 0.0783 -0.41
C 2.395 -0.914 4.162 0.0392 -0.0437 -0.0069 -0.79
C 2.363 0.299 4.832 0.0661 0.0254 0.0288 -0.48
C 1.459 1.288 4.467 0.0308 0.0180 -0.0844 -0.80
C 0.602 1.071 3.403 -0.0330 -0.0484 0.0511 -0.43
C -0.251 -1.999 0.649 -0.0814 0.3925 -0.1544 0.37
C -0.919 -3.019 1.315 -0.0471 0.0757 0.0170 -0.22
C -0.961 -4.286 0.756 -0.1811 -0.0474 0.0876 -0.66
C -0.347 -4.534 -0.463 0.1687 0.0234 -0.0960 -0.55
C 0.371 -3.532 -1.101 -0.0787 -0.0522 0.0552 -0.60
C 0.421 -2.266 -0.543 -0.0622 0.1481 -0.0057 -0.70
C -1.910 0.444 1.462 0.2738 -0.1587 -0.1405 0.65
C -2.277 1.565 0.721 0.0451 -0.0412 0.0484 0.03
C -3.501 2.178 0.926 -0.0505 -0.0173 0.0860 -0.85
C -4.363 1.679 1.891 -0.0018 0.0987 -0.0753 -0.49
C -3.998 0.576 2.647 -0.0255 -0.1152 0.1002 -0.70
C -2.776 -0.042 2.436 -0.0013 -0.0890 -0.0133 -0.52
H 1.542 -2.086 2.571 0.0889 0.0218 -0.0148 0.39
H 3.110 -1.675 4.446 -0.0173 -0.0066 0.0367 0.41
H 3.064 0.489 5.635 -0.0206 -0.0244 0.0405 0.39
H 1.451 2.235 4.989 -0.0181 0.0190 0.0153 0.43
H -0.095 1.836 3.081 0.0458 0.0580 0.0546 0.38
H -1.412 -2.820 2.259 -0.0528 -0.0764 -0.0049 0.27
H -1.505 -5.078 1.254 0.0171 -0.0020 0.0378 0.41
H -0.422 -5.512 -0.921 0.0152 -0.0338 0.0568 0.40
H 0.865 -3.715 -2.046 0.0216 -0.0328 0.0249 0.48
H 0.946 -1.469 -1.052 0.0288 -0.0042 -0.0386 0.57
H -1.603 1.961 -0.026 -0.0063 0.0611 0.1097 0.21
H -3.780 3.040 0.336 0.0113 0.0031 -0.0046 0.44
H -5.319 2.158 2.057 -0.0182 -0.0137 0.0170 0.39
H -4.670 0.197 3.405 0.0076 -0.0194 0.0047 0.42
H -2.496 -0.900 3.034 -0.0079 0.0153 0.0419 0.27
Br 4.399 3.528 2.988 -0.0433 0.0310 -0.0679 -0.20
C 3.945 2.679 1.346 0.1163 0.0366 0.1324 0.00
C 4.684 1.581 0.942 -0.0639 0.0049 -0.0285 -0.48
C 4.319 0.926 -0.224 0.0080 0.0086 0.0243 -0.56
C 3.226 1.356 -0.965 -0.2965 -0.0854 -0.2088 0.43
C 2.552 2.506 -0.577 0.0237 -0.1335 -0.0339 -0.17
C 2.901 3.175 0.585 0.0133 0.1209 -0.0510 -0.55
C 2.783 0.505 -2.150 0.2478 -0.0312 -0.0707 -0.01
O 3.603 -0.236 -2.667 -0.0278 -0.0166 0.1217 -0.69
O 1.558 0.601 -2.560 -0.5662 0.4064 0.1456 -0.77
H 5.529 1.247 1.528 -0.0256 -0.0322 0.0260 0.45
H 4.875 0.065 -0.570 -0.0520 -0.0361 -0.0133 0.49
H 1.742 2.883 -1.196 0.0217 0.0055 0.0767 0.45
H 2.382 4.074 0.891 -0.0318 -0.0394 0.0239 0.46



(3)
64
Properties=species:S:1:pos:R:3:forces:R:3:mulliken_charge:R:1 method="wB97M-V/def2-TZVPD" total_energy_ha=-2181.091428 lumo_ev=-3.16 e_above_lowest_kj_mol=16.6 charge=+1
Sr -1.087 -0.076 0.970 -0.7527 0.2147 -0.5956 1.79
C 0.644 -4.530 -0.304 -0.0800 0.0041 -0.0006 -0.60
O 1.692 -3.524 -0.302 0.0354 0.0852 -0.0257 -0.39
C 1.081 -2.365 -0.066 0.0775 -0.3700 0.0501 -0.28
N -0.159 -2.386 0.228 -0.0182 0.3182 0.0281 0.13
C -0.568 -3.794 0.305 0.0113 -0.0891 -0.0337 -0.02
C -1.876 -4.078 -0.394 0.0594 0.0426 0.0183 0.10
C -2.588 -5.224 -0.057 -0.0500 0.0403 0.0121 -0.41
C -3.772 -5.529 -0.710 0.0097 -0.0038 0.0159 -0.59
C -4.259 -4.686 -1.700 -0.0108 -0.0121 0.0022 -0.46
C -3.552 -3.543 -2.039 0.0110 0.0462 -0.0278 -0.76
C -2.361 -3.240 -1.392 0.0324 -0.1048 -0.0045 -0.38
C 1.916 -1.147 -0.092 0.2515 -0.0353 0.0547 0.45
C 3.300 -1.211 -0.038 -0.0219 0.0629 -0.0409 -0.73
C 3.993 -0.014 0.062 0.0222 -0.0123 -0.0063 -0.58
C 3.296 1.182 0.115 -0.0816 0.1441 0.0738 -0.37
C 1.909 1.141 0.059 0.1443 -0.1633 -0.1664 0.63
N 1.246 -0.002 -0.069 -0.1872 -0.0283 0.1912 -0.35
C 1.065 2.358 0.136 0.2490 -0.1157 0.1015 -0.21
N -0.212 2.388 0.105 0.1327 -0.0878 0.1722 -0.08
C -0.585 3.820 0.105 -0.0484 0.0734 -0.0321 0.09
C 0.761 4.548 0.346 -0.0442 -0.0317 -0.0082 -0.58
O 1.750 3.492 0.246 -0.1566 0.1364 -0.1555 -0.36
C -1.647 4.237 1.095 -0.0238 -0.0678 0.0048 0.13
C -2.032 5.577 1.101 0.0002 -0.0013 -0.0074 -0.53
C -2.981 6.037 1.998 -0.0061 0.0053 0.0064 -0.62
C -3.567 5.160 2.903 0.0116 0.0081 -0.0131 -0.48
C -3.197 3.827 2.897 -0.0261 -0.0332 0.0207 -0.65
C -2.242 3.370 1.998 -0.0282 0.0451 -0.0726 0.37
H 0.988 -5.380 0.277 0.0141 0.0080 0.0014 0.30
H 0.469 -4.824 -1.339 0.0069 -0.0040 0.0054 0.41
H -0.671 -4.042 1.366 0.0062 -0.0372 -0.0171 0.60
H -2.220 -5.876 0.727 -0.0033 -0.0062 0.0007 0.42
H -4.320 -6.423 -0.442 -0.0003 -0.0017 0.0004 0.40
H -5.185 -4.922 -2.205 -0.0005 0.0026 -0.0019 0.40
H -3.923 -2.888 -2.817 -0.0030 -0.0047 0.0000 0.41
H -1.790 -2.367 -1.687 -0.0184 0.0109 -0.0039 0.52
H 3.804 -2.165 -0.050 -0.0029 -0.0057 -0.0027 0.54
H 5.072 -0.014 0.120 0.0023 -0.0004 -0.0008 0.46
H 3.806 2.127 0.223 -0.0030 0.0027 0.0057 0.54
H -0.959 4.047 -0.898 0.0257 -0.0084 -0.0061 0.43
H 0.828 4.984 1.341 0.0124 -0.0288 0.0133 0.38
H 0.996 5.295 -0.408 0.0016 0.0120 0.0190 0.32
H -1.589 6.270 0.393 -0.0005 0.0002 -0.0027 0.41
H -3.267 7.080 1.991 0.0025 0.0011 -0.0034 0.39
H -4.310 5.518 3.603 0.0000 -0.0009 0.0030 0.40
H -3.648 3.129 3.591 0.0021 0.0005 0.0005 0.45
H -1.980 2.324 2.025 0.1260 -0.0380 0.0751 -0.10
O -2.125 0.174 3.256 -0.0451 0.1142 -0.0109 -0.93
C -0.985 0.172 3.759 0.4264 0.2955 0.0279 0.85
N 0.128 0.339 3.002 -0.1568 -0.3924 0.3888 -0.59
S 1.425 -0.283 3.779 0.2965 0.1092 -0.1644 1.09
O 1.588 -1.654 3.358 0.0636 0.0015 -0.0067 -0.68
O 2.556 0.589 3.648 -0.0457 0.0352 0.0757 -0.64
C 0.681 -0.247 5.386 0.1084 0.0227 -0.0728 0.25
C 1.235 -0.440 6.634 0.0269 -0.0163 -0.0840 -0.66
C 0.370 -0.385 7.721 -0.0700 0.0060 0.0120 -0.48
C -0.993 -0.158 7.546 0.0461 -0.0135 0.0701 -0.58
C -1.532 0.024 6.280 0.0508 -0.0169 -0.0908 -0.54
C -0.667 -0.014 5.200 -0.4052 -0.1071 0.2058 0.17
H 2.294 -0.619 6.759 -0.0005 -0.0062 0.0187 0.47
H 0.760 -0.520 8.721 0.0134 -0.0015 -0.0017 0.41
H -1.640 -0.120 8.412 0.0085 -0.0022 0.0051 0.40
H -2.590 0.200 6.136 0.0025 -0.0003 -0.0204 0.49



(4)
66
Properties=species:S:1:pos:R:3:forces:R:3:mulliken_charge:R:1 method="wB97M-V/def2-TZVPD" s_squared=0.7584 total_energy_ha=-4188.627942 lumo_ev="-1.60 / -1.86" e_above_lowest_kj_mol=186.1 multiplicity=2
Ir 0.228 0.052 -0.047 -0.0839 -0.3155 -0.1387 3.21
O -0.152 1.153 4.011 0.0473 -0.0217 0.0577 -0.73
C 0.190 0.986 2.861 -0.0249 -0.2049 -0.1007 0.20
O -0.223 0.050 2.064 -0.0503 0.3256 0.1720 -0.93
C 1.248 1.889 2.255 -0.1036 0.1935 -0.0626 0.62
C 1.995 2.749 3.085 -0.0787 0.0145 0.0207 -1.14
C 2.990 3.486 2.524 0.0270 0.0173 -0.0104 -0.93
C 3.207 3.426 1.127 0.0293 0.0402 0.0158 0.95
C 4.213 4.183 0.480 -0.0093 -0.0081 0.0224 -0.90
C 4.358 4.124 -0.874 -0.0024 -0.0158 -0.0219 -0.77
C 3.489 3.320 -1.645 0.0120 0.0191 0.0011 -0.96
C 2.514 2.572 -1.050 0.0108 -0.0331 0.0115 -0.21
C 2.374 2.592 0.355 -0.1088 -0.0382 0.0038 0.10
N 1.440 1.802 0.966 0.2041 0.1036 0.2721 0.42
H 1.757 2.768 4.138 -0.0049 0.0008 -0.0056 0.62
H 3.616 4.133 3.128 -0.0036 -0.0080 -0.0064 0.45
H 4.855 4.816 1.082 -0.0046 -0.0023 -0.0049 0.44
H 5.125 4.708 -1.366 -0.0073 -0.0037 -0.0011 0.42
H 3.584 3.313 -2.724 0.0069 -0.0059 0.0086 0.47
H 1.818 1.992 -1.636 -0.0177 0.0095 -0.0147 0.47
C 5.318 -0.073 2.600 0.0028 0.0194 0.0031 -0.58
C 5.614 0.092 1.252 -0.0049 -0.0105 -0.0001 -0.76
C 4.622 -0.042 0.295 0.0365 -0.0175 -0.0416 -0.55
C 3.328 -0.348 0.697 -0.1726 -0.2829 0.0263 0.30
C 3.020 -0.494 2.040 0.0526 -0.0525 0.0362 0.35
C 4.019 -0.361 2.992 0.0111 -0.0184 -0.0222 -1.27
N 2.266 -0.465 -0.279 0.4030 0.8039 -0.1218 1.26
N 2.687 -0.677 -1.445 -0.2028 -0.3349 -0.0911 -1.10
C 1.708 -0.593 -2.417 0.1888 -0.0056 0.0921 0.64
C 2.043 -0.825 -3.755 0.0111 -0.0007 -0.0117 -0.41
C 1.064 -0.667 -4.708 -0.0623 0.0177 0.0278 -0.68
C -0.226 -0.279 -4.317 0.0384 -0.0199 -0.0314 -0.74
C -0.548 -0.050 -2.990 0.0609 -0.0045 -0.0033 -1.20
C 0.430 -0.202 -2.004 -0.2185 -0.0466 -0.0443 0.07
H 6.095 0.042 3.343 0.0007 -0.0083 -0.0057 0.42
H 6.622 0.335 0.943 -0.0118 0.0062 0.0024 0.42
H 4.835 0.104 -0.754 0.0175 0.0083 0.0249 0.51
H 1.998 -0.675 2.333 -0.0198 -0.1114 0.0192 0.39
H 3.775 -0.469 4.041 -0.0072 -0.0006 -0.0061 0.47
H 3.056 -1.108 -4.012 -0.0107 -0.0038 0.0083 0.48
H 1.289 -0.834 -5.752 -0.0229 0.0035 -0.0063 0.42
H -0.991 -0.149 -5.073 0.0094 -0.0137 -0.0051 0.46
H -1.552 0.241 -2.715 0.0016 0.0269 -0.0086 0.53
O -4.990 3.408 0.092 0.0016 0.0306 0.0573 -0.54
C -3.966 2.795 0.028 0.0109 -0.0138 -0.0388 0.34
C -2.566 3.382 -0.263 -0.0344 -0.0492 -0.0050 -0.10
O -2.281 4.546 -0.367 -0.0309 0.0217 -0.0215 -0.59
C -1.693 2.196 -0.375 0.3879 0.0022 -0.0627 0.56
C -2.405 1.048 -0.143 0.1578 -0.3058 -0.2412 0.38
O -1.762 -0.114 -0.204 -0.4931 0.4071 0.4923 -0.81
C -3.798 1.271 0.183 -0.0460 0.0027 -0.0145 -0.06
O -4.648 0.475 0.509 0.0005 0.0281 -0.0829 -0.64
O -0.425 2.137 -0.618 -0.1578 0.0407 0.0014 -0.60
C -0.137 -3.454 -0.978 0.0138 0.0630 -0.1016 -1.33
As -0.248 -2.235 0.511 0.2452 -0.2822 -0.1684 0.96
C -2.010 -2.462 1.219 -0.0846 -0.0008 0.0574 -1.29
C 0.871 -3.097 1.818 0.0805 0.0537 0.0189 -1.33
H -0.466 -4.439 -0.650 0.0043 -0.0213 -0.0186 0.52
H 0.892 -3.504 -1.331 -0.0049 -0.0071 0.0056 0.39
H -0.772 -3.099 -1.788 -0.0112 0.0097 0.0217 0.36
H -2.075 -3.480 1.602 -0.0191 -0.0073 0.0058 0.53
H -2.744 -2.286 0.439 -0.0048 -0.0106 0.0019 0.40
H -2.161 -1.736 2.014 0.0336 0.0061 0.0076 0.33
H 0.497 -4.114 1.931 0.0133 -0.0149 0.0165 0.57
H 0.796 -2.573 2.767 -0.0186 0.0162 0.0009 0.37
H 1.906 -3.123 1.484 0.0175 0.0100 0.0083 0.36